No. 1
C5H8S | the ωB97M-V functional and the def2-TZVPD basis

Summary:
* orbital gap: 9.9023 eV
* E: -16145.371 eV
* SMILES: C1C[C@@H]2S[C@H]2C1
* strongest force on any atom: 4.7 eV/A
* ΔE to the lowest compared entry with this formula, charge and spin: 4.2668 eV

The geometry in XYZ format:
```
14
Properties=species:S:1:pos:R:3:forces:R:3:lowdin_charge:R:1
C 1.0952 -0.1191 0.0379 4.720 0.214 0.172 -0.21
C 0.3890 1.2755 0.0797 -2.231 2.479 1.348 -0.16
C -1.0000 0.6221 -0.2828 0.409 2.672 -1.422 -0.62
C -1.0906 -0.5771 0.4523 -0.603 -1.894 -3.111 -0.59
C 0.0782 -1.2407 -0.2746 -0.163 0.322 -0.057 -0.20
H 2.1622 -0.0295 -0.6432 -3.087 -0.737 1.815 0.17
H 1.4206 -0.4805 1.1164 -0.152 1.563 -1.975 0.13
H 0.4749 1.6952 1.1430 -0.232 -0.420 -1.489 0.11
H 0.4378 2.2022 -0.6516 1.086 -2.298 1.189 0.14
H -0.6684 0.3909 -1.3175 -1.508 0.322 0.230 0.09
H -0.9023 -0.4410 1.4359 0.340 0.192 3.181 0.07
H 0.4316 -2.0668 0.2775 0.375 -1.692 -0.306 0.09
H -0.0906 -1.2908 -1.3533 -0.069 -1.020 0.383 0.12
S -2.7376 0.0594 -0.0198 1.114 0.297 0.042 0.87
```
Forces are in eV/Å.

=====

No. 2
C5H8S | the ωB97M-V functional and the def2-TZVPD basis

Summary:
* orbital gap: 9.6717 eV
* E: -16146.421 eV
* strongest force on any atom: 4.7 eV/A
* ΔE to the lowest compared entry with this formula, charge and spin: 3.2163 eV

The geometry in XYZ format:
```
14
Properties=species:S:1:pos:R:3:forces:R:3:lowdin_charge:R:1
C -0.7426 1.8590 0.0720 -0.275 0.225 0.054 -0.11
C -0.6378 0.6835 -0.8529 0.341 0.215 0.548 -0.18
C -0.8058 0.4717 0.6222 0.454 0.416 -0.540 -0.18
C 0.3939 -0.0363 -0.0863 0.148 -4.708 0.002 -0.66
C 0.4286 -1.9906 -0.2482 -0.283 4.572 0.067 0.02
S 2.0626 0.5567 0.1610 0.113 0.218 -0.249 0.76
H 0.1440 2.4517 0.2655 0.048 0.024 0.001 0.07
H -1.6604 2.4332 0.0524 -0.133 -0.061 -0.050 0.10
H -1.1911 0.4225 -1.7286 -0.223 -0.178 -0.144 0.12
H -1.5293 -0.0233 1.2332 -0.235 -0.192 0.039 0.12
H -0.6055 -2.2762 -0.3335 -0.279 -0.228 0.001 0.03
H 0.9104 -2.3289 0.6510 0.120 -0.124 0.253 0.02
H 1.0027 -2.1700 -1.1412 0.146 -0.119 -0.165 0.03
H 2.2303 -0.0531 1.3334 0.056 -0.060 0.184 -0.14
```
Forces are in eV/Å.

=====

No. 3
C5H8S | the ωB97M-V functional and the def2-TZVPD basis

Summary:
* orbital gap (spin up / spin down): 7.5897 / 7.6894 eV
* E: -16143.443 eV
* strongest force on any atom: 8.7 eV/A
* ΔE to the lowest compared entry with this formula, charge and spin: 6.1943 eV

The geometry in XYZ format:
```
14
Properties=species:S:1:pos:R:3:forces:R:3:lowdin_charge:R:1
C -1.6877 0.4314 -0.9532 -3.175 3.103 5.547 0.01
C -1.9174 1.0288 0.0928 2.378 -4.281 -7.169 0.05
C 0.1658 -0.8731 1.1960 1.640 0.961 2.292 -0.19
C 1.4328 -0.2223 -1.5502 -0.871 -1.171 -1.779 -0.45
C 0.5138 0.5384 0.9503 3.238 2.595 -0.293 -0.52
S 1.2686 1.0352 -0.5324 -0.509 -0.658 2.583 0.89
H -1.1216 0.1631 -1.6944 2.459 -1.852 -4.051 -0.05
H -0.4481 -0.9758 2.0674 -1.171 0.245 0.175 0.07
H 0.9795 -1.5286 1.5347 0.424 0.047 -0.953 0.09
H -0.2852 -1.0822 0.3010 -1.320 -1.933 -1.825 0.00
H 1.1985 -1.2890 -1.2802 0.428 1.367 -0.166 0.03
H 1.4461 0.0183 -2.6627 0.203 -0.255 1.695 0.03
H -2.3992 1.4703 0.7810 -2.904 3.027 4.990 -0.03
H 0.8541 1.2855 1.7499 -0.822 -1.195 -1.047 0.07
```
Forces are in eV/Å.

=====

No. 4
C5H8S2 | the ωB97M-V functional and the def2-TZVPD basis

Summary:
* orbital gap: 8.3450 eV
* E: -26981.528 eV
* strongest force on any atom: 3.5 eV/A
* ΔE to the lowest compared entry with this formula, charge and spin: 3.6296 eV

The geometry in XYZ format:
```
15
Properties=species:S:1:pos:R:3:forces:R:3:lowdin_charge:R:1
C 0.9218 -1.7484 -1.0564 0.136 0.115 3.123 -0.02
C 0.7535 -0.9705 0.0676 1.864 -2.898 -0.834 -0.27
C -1.8190 -0.3811 -0.1253 1.509 0.243 -0.169 -1.15
C 0.4567 1.4500 1.0292 1.767 0.198 -1.965 -0.10
C 0.1614 0.3441 0.0229 -2.040 0.455 -1.345 -0.26
S -2.1328 -1.9528 -0.2717 0.243 0.653 0.219 0.64
S -2.9015 0.9129 -0.3522 -0.941 -0.182 0.236 0.70
H 1.1544 -2.8086 -1.1236 0.289 0.097 1.044 0.06
H 0.8763 -1.4147 -2.0210 -0.736 1.585 -2.329 0.02
H 1.0595 -1.5274 1.0148 -0.946 1.267 -0.932 0.13
H 0.4713 1.3037 2.0453 0.206 -1.727 2.485 0.04
H 1.5205 1.8252 0.7904 -1.641 -0.257 0.145 0.12
H -0.2380 2.2524 1.0400 -0.619 0.996 -1.067 0.05
H 0.2121 0.8448 -1.0106 -0.223 -1.141 1.348 0.14
H -4.1039 0.1946 -0.4417 1.132 0.596 0.039 -0.09
```
Forces are in eV/Å.

=====

No. 5
C5H8S2 | the ωB97M-V functional and the def2-TZVPD basis

Summary:
* orbital gap (spin up / spin down): 7.5968 / 7.5974 eV
* E: -26982.198 eV
* strongest force on any atom: 3.3 eV/A
* ΔE to the lowest compared entry with this formula, charge and spin: 2.9594 eV

The geometry in XYZ format:
```
15
Properties=species:S:1:pos:R:3:forces:R:3:lowdin_charge:R:1
C -1.8255 -1.3004 0.9990 0.286 0.190 0.034 0.04
C -0.6208 -0.7246 1.0629 -0.623 -0.301 0.328 -0.25
C -0.2343 1.4925 -0.8120 -0.394 -2.299 1.137 -1.18
C 1.7144 -0.3738 0.1504 0.065 -0.332 0.001 -0.13
C 0.2466 -0.5791 -0.0612 0.118 2.967 -1.459 -0.24
S -1.4033 2.3238 -0.1153 0.181 -0.060 -0.063 0.60
S 0.6881 1.7543 -2.2055 0.257 -0.112 -0.203 0.73
H -2.4564 -1.3965 1.8661 -0.075 0.038 0.157 0.06
H -2.2071 -1.7037 0.0740 -0.023 -0.048 -0.178 0.06
H -0.2724 -0.3262 2.0058 0.034 0.076 0.127 0.11
H 1.8950 0.3184 0.9704 0.024 0.040 0.034 0.08
H 2.1971 -1.3222 0.3941 0.104 -0.089 0.061 0.08
H 2.1883 0.0141 -0.7488 0.097 -0.035 0.037 0.04
H -0.0386 -1.0854 -0.9734 -0.060 -0.171 -0.035 0.11
H 0.1289 2.9086 -2.6064 0.008 0.134 0.020 -0.12
```
Forces are in eV/Å.

=====

No. 6
C5H8Si | the ωB97M-V functional and the def2-TZVPD basis

Summary:
* orbital gap (spin up / spin down): 5.5688 / 7.9040 eV
* E: -13185.514 eV
* strongest force on any atom: 5.9 eV/A
* ΔE to the lowest compared entry with this formula, charge and spin: 5.0136 eV

The geometry in XYZ format:
```
14
Properties=species:S:1:pos:R:3:forces:R:3:lowdin_charge:R:1
C -0.7098 0.4472 0.3913 -0.388 1.245 -0.237 -0.21
C -0.7345 -0.0822 1.6609 1.853 -2.601 -1.059 -0.31
C 1.4844 -0.3977 -0.5680 -1.260 1.644 -2.033 0.09
C 0.3008 0.3179 -0.6230 0.757 0.081 -0.068 -0.44
C 0.0434 1.1512 -1.9217 0.552 -5.646 -1.709 -0.08
Si 0.0093 -1.7126 2.0646 -1.349 1.359 0.890 0.79
H -1.5374 1.1458 0.1053 0.790 -0.428 0.469 0.11
H -1.3992 0.2296 2.4006 -1.415 0.628 0.773 0.01
H 2.1160 0.0041 -1.4503 0.104 -1.042 1.847 0.04
H 1.0101 1.1046 -2.5156 -1.357 0.984 0.661 0.07
H -0.4296 2.0363 -1.7044 -0.603 2.335 0.193 0.03
H -0.6865 0.4824 -2.5772 1.152 1.550 1.176 0.12
H -0.6038 -2.3995 3.2657 0.358 0.347 -0.568 -0.10
H 1.1368 -2.3273 1.4718 0.808 -0.456 -0.333 -0.13
```
Forces are in eV/Å.

=====

No. 7
C5H9AgO3 | the ωB97M-V functional and the def2-TZVPD basis

Summary:
* total charge: +1
* orbital gap (spin up / spin down): 9.0730 / 5.4986 eV
* E: -15460.284 eV
* spin multiplicity: 2
* ⟨S²⟩: 0.762
* strongest force on any atom: 6.1 eV/A
* ΔE to the lowest compared entry with this formula, charge and spin: 2.4901 eV

The geometry in XYZ format:
```
18
Properties=species:S:1:pos:R:3:forces:R:3:lowdin_spin:R:1
O 0.6159 1.0596 1.9480 2.159 0.743 -5.679 0.17
C 0.8611 0.6822 0.6594 0.790 -1.869 2.169 0.05
C 0.1239 1.6041 -0.3058 -0.724 1.298 -1.204 0.04
O -0.7498 0.8444 -1.1215 -0.712 -0.795 0.623 0.13
C -1.7526 0.2286 -0.4462 0.518 0.969 -0.415 0.10
C -1.9712 -1.0966 -0.5819 -0.617 -0.066 -1.018 0.26
O 0.5760 -0.7322 0.3769 -0.467 1.662 1.355 0.15
C 1.5138 -1.3662 -0.4570 0.816 -0.252 -0.649 0.01
Ag -0.2037 0.4905 3.4891 -2.056 -1.577 3.852 0.01
H 1.9479 0.7803 0.4448 -0.251 0.109 0.105 0.04
H 0.8489 2.0921 -0.9682 -0.431 -0.090 0.051 0.00
H -0.4289 2.3608 0.2748 0.250 -0.294 -0.133 0.00
H -2.3936 0.8700 0.1674 0.394 -0.134 0.079 0.00
H -2.8552 -1.5291 -0.1144 0.432 -0.017 0.112 0.01
H -1.4579 -1.6670 -1.3594 0.062 0.120 0.502 0.01
H 2.3698 -1.6569 0.1628 -0.002 -0.057 -0.211 0.01
H 1.0896 -2.2756 -0.9170 -0.036 0.527 0.350 0.00
H 1.8659 -0.6889 -1.2519 -0.124 -0.275 0.111 0.00
```
Forces are in eV/Å.

=====

No. 8
C5H9AsF6N3O5PSTi | the ωB97M-V functional and the def2-TZVPD basis

Summary:
* total charge: -1
* orbital gap (spin up / spin down): 6.8485 / 7.5555 eV
* E: -140430.413 eV
* spin multiplicity: 2
* ⟨S²⟩: 0.770
* strongest force on any atom: 4.2 eV/A
* ΔE to the lowest compared entry with this formula, charge and spin: 3.0863 eV

The geometry in XYZ format:
```
32
Properties=species:S:1:pos:R:3:forces:R:3:lowdin_spin:R:1
Ti -0.7906 -1.1921 0.4135 0.802 0.067 -1.511 0.05
O 0.4868 -3.2755 3.2069 -0.802 0.241 -0.021 0.00
S 0.5444 -2.5687 1.9641 3.107 -1.986 2.001 0.01
O 1.8154 -2.7071 1.2907 -0.369 -0.024 0.254 0.00
O -0.6014 -2.9742 1.0160 -0.486 0.314 -0.476 0.00
O 0.1892 -1.0877 2.1128 -0.222 0.046 0.214 0.02
N -2.5714 -0.0285 -5.8149 0.048 -0.006 0.039 0.00
C -2.2214 0.0389 -4.7127 -0.145 -0.254 -0.102 0.00
N -1.8252 0.2146 -3.4856 0.334 0.589 0.089 0.00
C -1.6317 -0.4556 -2.4554 -0.416 -0.490 -0.041 0.00
N -1.4602 -1.0105 -1.4320 -0.903 0.230 -1.201 0.00
C 1.7009 1.1307 -1.6922 -0.341 -0.222 0.329 0.00
As 1.3950 0.4403 0.1384 1.813 2.099 -0.675 0.17
C 3.2491 -0.0984 0.4757 -0.506 -0.294 0.206 0.00
C 1.7595 2.6470 1.1151 -0.273 -0.436 -0.037 0.50
O 0.7496 -1.1363 -0.4720 -0.293 -0.369 0.007 0.16
H 2.4888 1.8816 -1.7124 0.008 0.001 0.109 0.00
H 0.7775 1.5603 -2.0806 0.030 0.004 -0.039 0.00
H 1.9792 0.2712 -2.2996 0.019 0.043 -0.055 0.00
H 3.8873 0.7820 0.4453 -0.050 0.036 -0.033 0.00
H 3.5215 -0.8182 -0.2930 0.023 0.002 -0.007 0.00
H 3.3004 -0.5892 1.4440 0.084 0.005 0.005 0.00
H 2.6949 2.9234 0.6421 -0.009 -0.055 -0.036 0.03
H 1.8084 2.4394 2.1765 -0.001 0.012 -0.009 0.02
H 0.8842 3.1948 0.7899 0.015 0.013 0.013 0.02
F -1.7383 0.6410 0.6698 -0.201 -0.450 0.306 0.02
P -3.2281 0.0840 1.3521 -1.358 0.571 0.551 0.00
F -4.5654 -0.4993 1.9603 0.060 -0.013 -0.099 0.00
F -3.4297 1.5203 1.9859 0.042 -0.012 -0.101 0.00
F -3.9248 0.4996 -0.0088 0.107 -0.038 0.072 0.00
F -2.3638 -0.4055 2.5986 -0.032 0.070 0.014 0.00
F -2.8803 -1.4224 0.6614 -0.083 0.304 0.235 0.00
```
Forces are in eV/Å.

=====

No. 9
C5H9AuN2S | the ωB97M-V functional and the def2-TZVPD basis

Summary:
* orbital gap: 7.9593 eV
* E: -22837.940 eV
* strongest force on any atom: 1.0 eV/A

The geometry in XYZ format:
```
18
Properties=species:S:1:pos:R:3:forces:R:3:lowdin_charge:R:1
Au -0.7816 -2.5163 -0.9237 0.154 0.953 0.321 0.46
C -0.6314 -2.5252 1.1420 -0.040 -0.403 0.045 -0.35
H 0.4070 -2.6480 1.4538 0.014 -0.028 -0.083 -0.05
H -1.2219 -3.3132 1.6084 0.000 -0.009 -0.041 -0.06
H -0.9878 -1.5637 1.5198 -0.029 0.026 -0.121 -0.06
C 1.9390 0.4217 -0.8860 0.211 -0.100 -0.071 -0.04
N 0.6473 0.9223 -0.4729 -0.262 0.014 -0.002 -0.12
C 0.3637 1.6378 0.6767 0.067 0.020 0.060 -0.05
C -0.9706 1.8032 0.7307 -0.070 0.006 0.017 -0.08
N -1.4887 1.1867 -0.3916 0.172 0.037 0.103 0.07
C -0.4997 0.6334 -1.1328 0.039 0.049 0.453 -0.87
S -0.6528 -0.2450 -2.5495 -0.148 -0.575 -0.555 0.51
H 2.7061 0.8259 -0.2305 -0.048 0.037 0.032 0.09
H 2.1411 0.7146 -1.9143 -0.030 0.019 0.008 0.08
H 1.9447 -0.6673 -0.8320 -0.024 0.008 0.008 0.08
H 1.1315 1.9685 1.3528 0.012 -0.027 -0.035 0.12
H -1.5850 2.3010 1.4583 0.004 -0.010 -0.026 0.12
H -2.4610 1.0635 -0.6091 -0.022 -0.018 -0.114 0.15
```
Forces are in eV/Å.

=====

No. 10
C5H9Br2NO | the ωB97M-V functional and the def2-TZVPD basis

Summary:
* orbital gap (spin up / spin down): 8.5169 / 8.5181 eV
* E: -148950.777 eV
* strongest force on any atom: 4.9 eV/A
* ΔE to the lowest compared entry with this formula, charge and spin: 2.1928 eV

The geometry in XYZ format:
```
18
Properties=species:S:1:pos:R:3:forces:R:3:lowdin_charge:R:1
C -0.1628 0.4270 -0.1449 4.070 2.448 -1.204 -0.33
C -2.1241 -1.7494 0.8054 -1.110 -0.946 -0.024 -0.10
C 1.9680 1.1609 -1.9640 -2.534 0.386 -1.732 -0.30
C -1.6816 -0.4077 1.3719 0.224 -1.584 1.641 -0.23
C 2.0825 0.9012 -0.5398 -2.848 -0.710 1.654 -1.31
N -0.2700 -0.1072 1.0525 -3.760 0.962 -2.299 0.09
O -0.8061 0.9638 -0.9902 -0.219 -1.217 0.897 0.11
Br 3.2178 -0.5695 -0.0985 0.036 -0.515 -0.056 0.60
Br 2.5583 2.3655 0.5577 0.068 0.731 0.333 0.62
H -1.8491 -1.8117 -0.2853 0.105 -0.429 1.226 0.08
H -1.6226 -2.4978 1.5431 -0.994 0.626 -2.006 0.10
H -3.2998 -1.8909 0.7978 2.412 0.357 0.439 0.11
H 2.9104 1.2573 -2.4910 0.138 -0.464 -0.237 0.07
H 1.2403 0.3297 -2.2709 1.605 0.917 -0.548 0.09
H 1.3652 2.0965 -2.2444 0.828 -1.122 0.934 0.10
H -2.1997 0.4208 0.9937 -1.014 1.040 -0.430 0.09
H -1.8777 -0.5223 2.4530 0.538 0.748 -0.317 0.12
H 0.5510 -0.3662 1.4539 2.456 -1.228 1.729 0.08
```
Forces are in eV/Å.